Molecular formula: C30H27N3NiOP2S2
Method: DFT, wB97M-V/def2-TZVPD

Geometry as XYZ:
```
66
Properties=species:S:1:pos:R:3:lowdin_charge:R:1
C 0.510 -4.361 0.346 -0.357
H -0.580 -1.229 1.934 0.087
C 2.881 0.646 3.358 -0.086
C 2.707 0.204 2.051 -0.110
C 3.567 2.238 -1.212 -0.083
H -2.238 -5.935 -3.065 0.104
H 0.748 1.617 -2.976 0.094
C 1.928 0.936 1.165 -0.346
C -1.634 0.590 1.514 -0.322
C -1.233 -6.324 -2.912 0.002
C -0.355 -4.323 -1.837 -0.520
H 3.494 0.074 4.043 0.100
H 5.084 3.653 -1.748 0.101
H -0.643 -6.109 -3.799 0.099
H 0.717 2.694 0.905 0.111
S -2.453 -1.524 -0.691 0.312
H 1.763 3.357 -4.434 0.102
C 2.344 1.666 -1.557 -0.338
C 3.485 3.613 -3.181 -0.091
H -2.685 2.461 1.415 0.101
H -2.576 2.866 3.841 0.102
H 4.073 1.923 -0.307 0.108
H -2.055 4.712 -2.284 0.102
P 1.592 0.367 -0.529 0.416
H 2.405 2.159 4.800 0.102
H -4.450 0.677 -0.722 0.089
C -1.009 -0.328 2.359 -0.102
C -2.584 3.835 -1.932 -0.080
C -3.969 3.785 -1.987 -0.089
C 1.498 2.557 2.895 -0.079
H 1.018 3.470 3.226 0.107
Ni -0.022 -1.747 -1.288 0.273
N 0.153 -3.704 -0.740 0.083
H -5.724 2.610 -1.604 0.102
P -1.585 0.251 -0.277 0.410
H -1.447 1.243 5.323 0.102
C -2.197 1.739 2.057 -0.076
H -0.442 -0.807 4.366 0.103
C -3.934 1.571 -1.050 -0.099
C 1.698 2.072 -2.718 -0.093
H -4.525 4.627 -2.381 0.100
H 0.512 -6.325 1.334 0.110
C -0.029 0.157 -0.901 -0.631
H -0.547 -7.419 -0.627 0.133
H -0.788 2.771 -1.405 0.086
C -2.133 1.970 3.427 -0.086
C 2.269 3.044 -3.529 -0.082
N -0.621 -5.685 -1.752 -0.037
H 3.182 -0.707 1.706 0.062
H 1.488 -4.136 2.113 0.114
H 3.928 4.374 -3.811 0.100
N 1.091 -3.657 1.325 0.184
C 4.135 3.209 -2.021 -0.084
O -0.574 -3.680 -2.854 0.049
C -1.872 2.752 -1.433 -0.086
C -0.315 -6.362 -0.619 -0.036
S 2.519 -1.395 -0.906 0.309
H -1.271 -7.397 -2.741 0.090
C -2.545 1.620 -0.984 -0.353
C 2.274 1.818 3.780 -0.088
H 1.474 -2.750 1.062 0.033
C -1.501 1.059 4.257 -0.093
C -0.938 -0.094 3.720 -0.082
C 1.328 2.120 1.594 -0.085
C -4.644 2.652 -1.549 -0.082
C 0.257 -5.764 0.449 0.010
```

**Energy relative to the best compared isomer or geometry (same formula, charge and spin)**: 0.0 kcal/mol
**HOMO (spin up / spin down)**: -0.24721 / -0.27256 Eh
**2S+1**: 3

---

Molecular formula: C30H27N3O2
Method: DFT, wB97M-V/def2-TZVPD

Geometry as XYZ:
```
62
Properties=species:S:1:pos:R:3:lowdin_charge:R:1
H 4.423 -4.293 0.547 0.103
N 4.109 -2.220 0.411 -0.051
H -4.079 -0.778 -1.076 0.104
C 4.746 -1.112 -0.158 -0.179
C -1.255 -0.417 -1.067 0.066
C -1.479 -0.265 2.867 -0.188
H 2.082 -2.840 0.662 0.099
C -1.437 -2.574 -1.709 -0.159
C 3.182 0.628 3.726 -0.236
H -5.273 0.444 3.503 0.086
C -1.929 -3.751 -2.255 -0.004
C 4.540 0.157 3.307 -0.072
C -2.468 -1.219 2.511 -0.057
H 4.751 0.451 2.272 0.069
C 5.481 1.016 -1.726 -0.079
H 7.502 0.259 -1.531 0.104
H 5.790 1.852 -2.357 0.102
C -3.490 -1.132 -1.933 0.006
H 5.847 -3.255 0.876 0.081
N 0.598 -3.006 2.297 0.127
H 4.642 -0.931 3.387 0.073
H -3.903 -2.075 -2.301 0.079
H -2.156 -2.172 2.077 0.098
H -3.554 -0.382 -2.734 0.104
C 4.768 -3.361 1.015 0.008
C 0.819 -3.398 -1.642 -0.014
H 3.023 0.477 4.803 0.131
C 0.037 -0.978 -0.922 -0.127
C -1.912 0.962 3.426 -0.030
H 5.285 0.628 3.954 0.079
C 1.178 -0.275 -0.517 0.096
H -1.356 -5.750 -2.862 0.105
H 4.537 -3.410 2.090 0.105
C -0.075 -2.371 -1.378 -0.089
H -1.575 0.597 -0.843 0.155
H -1.155 1.679 3.718 0.089
N -2.111 -1.363 -1.545 -0.063
H 1.043 -5.444 -2.289 0.105
H 6.799 -1.730 -0.112 0.103
C -1.016 -4.799 -2.453 -0.070
C 3.743 -0.227 -0.620 -0.116
H 1.878 -3.236 -1.467 0.098
O 0.799 1.368 3.857 0.027
C 6.455 0.114 -1.264 -0.078
H -4.555 -1.722 2.483 0.091
C 4.119 0.849 -1.414 -0.014
C -0.081 -0.570 2.711 -0.158
C 2.762 -2.072 0.312 0.013
H -3.546 2.144 4.138 0.097
C 0.331 -1.870 2.479 -0.262
C 6.091 -0.983 -0.467 -0.008
C 2.450 -0.825 -0.276 -0.126
H -2.980 -3.837 -2.516 0.102
C 0.340 -4.624 -2.135 -0.064
H 3.337 1.504 -1.794 0.113
H 1.088 0.813 -0.433 0.144
C 0.955 0.315 3.236 -0.462
C -3.261 1.207 3.661 -0.097
O 2.209 -0.160 3.015 -0.040
H 3.055 1.691 3.486 0.124
C -4.222 0.252 3.307 -0.126
C -3.818 -0.961 2.735 -0.118
```

**Energy relative to the best compared isomer or geometry (same formula, charge and spin)**: 0.7 kcal/mol
**HOMO**: -0.22303 Eh

---

Molecular formula: C30H28BBr4Cl2F4N3O3SeSi2W
Method: DFT, wB97M-V/def2-TZVPD

Geometry as XYZ:
```
79
Properties=species:S:1:pos:R:3:lowdin_charge:R:1
C 1.567 -1.499 -5.675 -0.014
C -0.301 0.209 4.640 -0.095
C 1.660 -3.029 -0.175 -0.397
H -3.149 0.644 2.969 0.088
N -3.503 1.957 1.393 -0.098
F 3.290 0.334 0.637 0.088
B 3.643 0.572 -0.699 -1.192
C -0.474 1.299 5.478 -0.084
H -1.141 3.662 1.141 0.030
C 0.684 0.843 -5.807 -0.597
H 2.297 -3.470 -5.294 0.110
H -1.010 -2.451 3.649 0.030
H 2.999 2.491 1.594 0.040
Br -0.101 -7.310 0.085 0.739
C 0.617 -5.573 -0.007 -0.740
H -0.058 2.829 -5.698 0.106
H 1.845 -3.317 -2.849 0.120
C 0.084 0.710 -3.047 -0.323
Cl -0.800 3.274 -3.058 0.770
C 0.708 -0.389 -3.718 -0.141
H 2.592 3.229 0.047 0.035
Cl 1.031 0.951 -7.504 0.707
N 1.034 -1.446 -2.949 0.120
C 0.051 2.759 3.650 -0.123
C 1.854 -2.573 -4.885 -0.022
H 2.906 -0.947 2.614 0.034
C 0.196 1.666 2.786 -0.329
C 0.147 1.912 -5.165 -0.121
C 2.205 2.972 1.031 -0.190
H 1.920 3.901 1.538 0.036
C -4.325 2.958 0.936 -0.027
C 2.518 -4.072 0.109 -0.659
F 2.210 0.643 -1.332 -0.089
W 0.657 -0.384 -0.309 1.591
H 2.030 -1.796 3.902 0.044
C -3.570 1.148 -2.085 -0.011
C -0.286 2.585 4.982 -0.091
C -0.626 3.197 0.296 -0.213
C -4.429 2.808 -0.404 -0.025
F 4.217 1.783 -0.919 0.192
O -0.407 -2.110 -0.529 -0.427
C 2.125 -1.677 2.818 -0.171
C 1.582 -2.494 -3.504 -0.075
H -2.591 1.354 -2.505 0.043
H 1.784 -1.509 -6.734 0.094
H -4.769 3.676 1.602 0.129
Br 3.137 -6.804 0.550 0.738
H -0.735 1.149 6.519 0.102
H -3.716 0.072 -2.027 0.085
Si 0.631 1.962 0.977 0.562
C 0.032 0.376 3.290 -0.318
Br -2.092 -4.673 -0.499 0.807
F 4.280 -0.460 -1.306 0.184
N -3.671 1.716 -0.744 -0.109
H 0.191 3.770 3.278 0.102
H -3.993 2.158 3.392 0.101
H -4.345 1.602 -2.696 0.099
C -0.739 -2.533 2.593 -0.197
C -3.078 1.213 0.358 -0.601
H -1.656 -2.552 2.013 -0.019
Se -2.080 -0.374 0.378 0.926
H -0.395 3.442 5.636 0.102
H 2.431 -2.634 2.399 0.006
Br 4.334 -3.675 0.322 0.856
C -3.196 1.716 2.799 0.012
H -2.240 2.157 3.064 0.067
C 0.987 -0.348 -5.098 -0.158
C -0.150 1.842 -3.786 -0.554
C 1.985 -5.363 0.186 -0.741
H -0.427 -0.786 5.052 0.096
O -0.263 0.617 -1.755 -0.344
C -0.239 -4.500 -0.266 -0.653
Si 0.441 -1.115 2.219 0.514
O 2.009 -1.720 -0.252 -0.276
H -1.356 2.795 -0.398 -0.035
H -0.082 3.979 -0.238 0.025
C 0.296 -3.224 -0.337 -0.438
H -0.232 -3.492 2.461 0.039
H -4.983 3.368 -1.135 0.129
```

**Energy relative to the best compared isomer or geometry (same formula, charge and spin)**: 38.0 kcal/mol
**HOMO**: -0.29693 Eh